The following is a DFT calculation (ωB97M-V with the def2-TZVPD basis set) of a structure of composition CHClNOP at a distorted geometry.

Its charge is 0. The multiplicity is 3. As for the orbital gap (spin up / spin down): 8.11 / 6.37 eV. Its total energy is -26398.1894 eV. Its expectation value of S² is 2.0108. The strongest force on any atom is 0.061 hartree/bohr.

CARTESIAN COORDINATES (ANGSTROEM)
C: -1.667 -0.314 -0.126
O: -2.701 -0.594 0.354
P: 1.121 0.442 0.682
Cl: 2.403 -0.866 -0.087
H: 1.513 1.389 -0.117
N: -0.669 -0.057 -0.706